Record 1
{
  "formula": "C10H11IOS",
  "method": "ωB97M-V with the def2-TZVPD basis set",
  "spin_multiplicity": 1,
  "homo_lumo_gap_ev": 8.93,
  "relative_energy_ev": 0.100,
  "e_lumo_ev": 0.220,
  "total_charge": 0,
  "homo_energy_ev": -8.71,
  "species": ["C", "C", "C", "C", "C", "C", "C", "C", "C", "C", "O", "S", "I", "H", "H", "H", "H", "H", "H", "H", "H", "H", "H", "H"],
  "positions_angstrom": [[3.12, -2.69, 0.02], [2.54, -2.28, 1.19], [2.43, -2.54, -1.19], [1.50, -1.43, 1.06], [1.34, -1.73, -1.36], [0.92, -1.15, -0.17], [-2.01, 2.25, 0.18], [-1.43, 1.29, 1.24], [-2.23, 1.40, -1.10], [-0.42, -0.34, -0.17], [-0.32, 0.57, 0.87], [-0.75, 0.54, -1.69], [-2.02, -1.82, 0.11], [3.95, -3.32, 0.18], [2.91, -2.41, 2.28], [2.97, -2.95, -2.04], [0.96, -1.00, 1.89], [0.95, -1.55, -2.30], [-2.84, 2.83, 0.34], [-1.14, 2.91, 0.04], [-1.14, 1.74, 2.19], [-2.35, 0.58, 1.47], [-3.01, 0.78, -1.04], [-2.51, 2.07, -1.86]]
}

---

Record 2
{
  "formula": "C3H10NO",
  "method": "ωB97M-V with the def2-TZVPD basis set",
  "spin_multiplicity": 1,
  "homo_lumo_gap_ev": 7.14,
  "relative_energy_ev": 4.641,
  "e_lumo_ev": -8.153,
  "total_charge": 1,
  "homo_energy_ev": -15.29,
  "species": ["C", "C", "C", "N", "H", "H", "H", "H", "H", "H", "H", "H", "H", "H", "O"],
  "positions_angstrom": [[0.17, -0.91, -2.10], [0.55, 0.25, -1.32], [-0.34, 0.70, -0.30], [-0.07, 1.53, 0.62], [1.02, -1.26, -2.72], [-0.06, -1.78, -1.48], [-0.71, -0.67, -2.71], [1.44, 0.78, -1.65], [-1.26, 0.11, -0.17], [0.66, 2.21, 0.39], [-1.09, 2.04, 3.44], [-1.49, 2.08, 4.06], [-0.06, -0.71, 2.20], [-0.91, -1.99, 2.20], [-0.22, -1.54, 1.70]]
}

---

Record 3
{
  "formula": "C4H14N2O",
  "method": "ωB97M-V with the def2-TZVPD basis set",
  "spin_multiplicity": 1,
  "homo_lumo_gap_ev": 8.10,
  "relative_energy_ev": 5.354,
  "e_lumo_ev": 0.844,
  "total_charge": 0,
  "homo_energy_ev": -7.25,
  "species": ["C", "C", "N", "O", "H", "H", "H", "H", "H", "H", "H", "C", "C", "N", "H", "H", "H", "H", "H", "H", "H"],
  "positions_angstrom": [[1.99, 0.90, 0.37], [0.93, 1.58, 0.96], [1.05, 0.05, -2.12], [1.44, -0.54, -0.88], [0.95, 1.06, -1.95], [1.84, -0.03, -2.76], [2.55, 0.18, 0.96], [2.59, 1.40, -0.38], [-0.46, 0.41, 0.54], [0.72, 1.40, 2.01], [0.68, 2.58, 0.62], [-1.13, -1.40, 1.36], [-2.00, -0.38, -0.71], [-0.86, -0.55, 0.20], [0.15, -0.81, -0.36], [-1.38, -2.41, 1.04], [-1.96, -0.99, 1.95], [-0.24, -1.43, 1.99], [-2.84, 0.08, -0.19], [-1.69, 0.24, -1.54], [-2.31, -1.35, -1.10]]
}

---

Record 4
{
  "formula": "C25H38As2CuN2O9Si2",
  "method": "ωB97M-V with the def2-TZVPD basis set",
  "spin_multiplicity": 2,
  "homo_lumo_gap_ev": [6.63, 6.94],
  "relative_energy_ev": 0.159,
  "e_lumo_ev": [0.080, -0.371],
  "total_charge": 0,
  "homo_energy_ev": [-6.55, -7.31],
  "s_squared": 0.76,
  "species": ["Cu", "C", "Si", "C", "C", "C", "C", "C", "C", "C", "Si", "C", "C", "H", "H", "H", "H", "H", "H", "H", "H", "H", "H", "H", "H", "H", "H", "H", "H", "N", "C", "N", "O", "H", "H", "H", "H", "C", "O", "C", "O", "C", "C", "As", "C", "C", "C", "As", "C", "C", "O", "O", "C", "C", "O", "O", "C", "C", "O", "O", "C", "H", "H", "H", "H", "H", "H", "H", "H", "H", "H", "H", "H", "H", "H", "H", "H", "H", "H"],
  "positions_angstrom": [[-0.06, 0.40, -0.36], [-1.02, -0.14, -3.56], [-1.56, -0.61, -1.83], [-3.16, 0.16, -1.22], [-1.72, -2.48, -1.84], [-2.61, -3.24, -2.60], [-2.57, -4.62, -2.53], [-1.64, -5.26, -1.71], [-0.75, -4.52, -0.96], [-0.78, -3.12, -1.02], [0.26, -1.88, -0.10], [-0.05, -2.15, 1.74], [2.08, -2.09, -0.54], [-1.82, -0.45, -4.24], [-0.13, -0.72, -3.81], [-0.85, 0.92, -3.74], [-3.86, 0.31, -2.05], [-3.02, 1.12, -0.72], [-3.60, -0.55, -0.51], [-3.34, -2.76, -3.24], [-3.27, -5.22, -3.11], [-1.62, -6.34, -1.67], [-0.03, -5.02, -0.33], [0.16, -3.20, 1.94], [-1.09, -1.97, 1.99], [0.58, -1.55, 2.39], [2.38, -3.11, -0.29], [2.71, -1.40, 0.01], [2.25, -1.96, -1.61], [2.47, 0.88, 2.98], [1.37, 0.97, 2.18], [0.23, 1.36, 2.74], [1.47, 0.59, 0.99], [2.50, 1.32, 3.88], [3.33, 0.60, 2.55], [0.24, 1.75, 3.67], [-0.58, 1.64, 2.18], [-4.74, 4.04, -3.64], [-4.10, 4.06, -2.37], [-2.91, 3.40, -2.32], [-2.46, 2.81, -3.29], [-2.32, 3.41, -1.01], [-2.83, 4.12, 0.12], [-2.48, 5.96, -0.23], [-2.96, 7.01, 1.38], [-0.57, 5.63, 0.25], [0.14, 4.51, 0.06], [-0.49, 2.85, -0.83], [0.37, 3.25, -2.55], [1.61, 4.56, 0.28], [2.29, 5.56, 0.24], [2.14, 3.33, 0.46], [3.57, 3.29, 0.46], [0.05, 6.85, 0.84], [0.09, 7.91, 0.27], [0.34, 6.68, 2.14], [0.95, 7.82, 2.76], [-2.58, 3.52, 1.39], [-2.17, 2.37, 1.57], [-2.85, 4.32, 2.46], [-2.63, 3.75, 3.74], [-5.67, 4.58, -3.51], [-4.93, 3.02, -3.97], [-4.12, 4.54, -4.39], [-3.99, 6.77, 1.62], [-2.87, 8.06, 1.13], [-2.34, 6.77, 2.24], [-0.15, 4.06, -3.05], [0.38, 2.36, -3.18], [1.40, 3.55, -2.33], [3.84, 2.25, 0.26], [3.96, 3.61, 1.42], [3.97, 3.94, -0.32], [1.30, 7.47, 3.73], [0.22, 8.62, 2.88], [1.78, 8.17, 2.15], [-3.09, 4.43, 4.45], [-1.56, 3.67, 3.94], [-3.09, 2.76, 3.81]]
}

---

Record 5
{
  "formula": "C5H6N2O",
  "method": "ωB97M-V with the def2-TZVPD basis set",
  "spin_multiplicity": 1,
  "homo_lumo_gap_ev": 7.38,
  "relative_energy_ev": 5.406,
  "e_lumo_ev": -0.385,
  "total_charge": 0,
  "homo_energy_ev": -7.76,
  "species": ["C", "C", "C", "C", "C", "O", "N", "N", "H", "H", "H", "H", "H", "H"],
  "positions_angstrom": [[-0.97, -0.30, 1.19], [1.26, -0.07, 0.11], [-1.06, 0.68, 0.09], [1.09, -0.54, -1.21], [-0.22, -0.52, -1.60], [2.44, -0.17, 0.70], [0.27, 0.54, 0.82], [-1.71, 1.70, -0.28], [2.36, 0.24, 1.58], [-2.71, 1.56, -0.14], [-1.38, -0.03, 2.16], [-0.92, -1.35, 0.93], [1.98, -0.81, -1.77], [-0.44, -0.91, -2.59]]
}

---

Record 6
{
  "formula": "H22N2O12",
  "method": "ωB97M-V with the def2-TZVPD basis set",
  "spin_multiplicity": 1,
  "homo_lumo_gap_ev": 6.71,
  "relative_energy_ev": 3.019,
  "e_lumo_ev": -1.256,
  "total_charge": 0,
  "homo_energy_ev": -7.96,
  "species": ["N", "H", "H", "H", "H", "N", "O", "O", "O", "O", "H", "H", "O", "H", "H", "O", "H", "H", "O", "H", "H", "O", "H", "H", "O", "H", "H", "O", "H", "H", "O", "H", "H", "O", "H", "H"],
  "positions_angstrom": [[4.46, -42.29, 12.48], [4.08, -41.50, 12.19], [4.28, -42.86, 11.61], [4.27, -42.91, 13.24], [5.43, -41.95, 12.39], [1.61, -42.04, 15.04], [1.81, -43.32, 15.00], [0.80, -41.60, 15.88], [2.57, -41.37, 14.65], [6.52, -39.48, 11.68], [6.87, -38.65, 11.20], [7.33, -40.19, 11.69], [4.56, -45.45, 12.92], [3.75, -45.89, 13.33], [5.34, -45.48, 13.59], [1.40, -40.74, 12.32], [1.59, -40.95, 13.38], [1.91, -39.93, 12.23], [6.52, -42.51, 10.04], [7.32, -42.32, 10.66], [6.47, -43.44, 10.02], [1.69, -42.67, 10.40], [0.66, -42.77, 10.08], [1.38, -42.06, 11.02], [3.89, -39.90, 10.23], [4.54, -40.01, 9.45], [4.49, -39.29, 10.91], [4.64, -39.21, 13.91], [4.90, -39.76, 14.50], [5.46, -39.15, 13.59], [3.52, -44.06, 8.57], [4.24, -43.70, 8.08], [3.15, -43.51, 9.13], [7.41, -43.69, 13.29], [6.94, -44.51, 13.67], [8.09, -44.19, 12.90]]
}

---

Record 7
{
  "formula": "C19H43OP3SeTi",
  "method": "ωB97M-V with the def2-TZVPD basis set",
  "spin_multiplicity": 1,
  "homo_lumo_gap_ev": [2.16, 2.24],
  "e_lumo_ev": [-15.706, -15.730],
  "total_charge": 4,
  "homo_energy_ev": [-17.87, -17.97],
  "species": ["Ti", "P", "P", "P", "H", "C", "C", "H", "C", "C", "C", "C", "C", "C", "C", "C", "C", "H", "H", "H", "H", "H", "H", "H", "H", "H", "H", "H", "H", "H", "H", "H", "H", "H", "H", "H", "H", "H", "H", "H", "H", "H", "H", "H", "H", "H", "C", "C", "C", "C", "C", "C", "Se", "H", "H", "H", "H", "H", "H", "C", "C", "O", "H", "H", "H", "H", "H", "H"],
  "positions_angstrom": [[-0.60, 0.84, 0.06], [-2.04, 0.89, 2.07], [1.16, 1.84, 1.49], [-2.10, -0.95, -0.77], [5.73, -2.41, -3.48], [5.18, -2.33, -4.42], [4.37, -1.26, -4.63], [4.36, -0.38, -3.97], [-1.70, -0.41, 3.34], [-2.01, 2.39, 3.13], [-3.86, 0.66, 1.88], [2.70, 1.57, 0.56], [1.07, 3.67, 1.71], [1.58, 1.21, 3.18], [-1.18, -1.70, -2.16], [-3.68, -0.45, -1.55], [-2.50, -2.37, 0.32], [5.31, -3.19, -5.13], [3.67, -1.23, -5.46], [-2.37, -0.23, 4.18], [-0.66, -0.37, 3.70], [-1.87, -1.42, 2.96], [-2.79, 2.25, 3.89], [-2.25, 3.31, 2.57], [-1.06, 2.56, 3.65], [-4.29, 0.90, 2.86], [-4.15, -0.36, 1.62], [-4.30, 1.34, 1.14], [3.54, 2.09, 1.03], [2.57, 1.97, -0.45], [2.94, 0.50, 0.48], [1.85, 4.01, 2.40], [0.08, 3.96, 2.11], [1.20, 4.14, 0.73], [2.38, 1.84, 3.59], [1.91, 0.16, 3.10], [0.72, 1.25, 3.87], [-1.81, -2.44, -2.66], [-0.24, -2.17, -1.84], [-0.94, -0.91, -2.88], [-4.09, -1.29, -2.11], [-3.48, 0.38, -2.24], [-4.42, -0.11, -0.81], [-3.06, -3.12, -0.26], [-3.11, -2.07, 1.19], [-1.57, -2.82, 0.70], [2.05, -2.79, 0.04], [2.70, -2.19, -1.05], [3.62, -2.93, -1.77], [3.91, -4.26, -1.48], [3.30, -4.87, -0.37], [2.41, -4.12, 0.40], [0.81, -1.75, 1.05], [0.72, -0.62, -0.08], [2.52, -1.14, -1.34], [4.07, -2.42, -2.60], [4.60, -4.82, -2.10], [3.53, -5.91, -0.11], [1.98, -4.56, 1.30], [-2.82, 4.32, -1.60], [-2.63, 3.13, -0.66], [-1.33, 2.50, -0.87], [-2.11, 5.14, -1.40], [-3.82, 4.71, -1.39], [-2.78, 4.04, -2.66], [-2.69, 3.43, 0.39], [-3.39, 2.36, -0.86], [-0.81, 3.02, -1.51]]
}

---

Record 8
{
  "formula": "C49H68N11O",
  "method": "ωB97M-V with the def2-TZVPD basis set",
  "spin_multiplicity": 1,
  "homo_lumo_gap_ev": 3.95,
  "relative_energy_ev": 1.660,
  "e_lumo_ev": -5.544,
  "total_charge": 1,
  "homo_energy_ev": -9.49,
  "species": ["C", "C", "C", "C", "C", "C", "N", "O", "C", "C", "C", "H", "H", "H", "H", "H", "H", "H", "H", "H", "H", "H", "H", "H", "H", "H", "H", "H", "H", "N", "C", "C", "C", "C", "H", "H", "H", "H", "H", "N", "C", "C", "C", "C", "H", "H", "H", "H", "H", "N", "C", "C", "C", "C", "H", "H", "H", "H", "H", "N", "C", "C", "C", "C", "H", "H", "H", "H", "H", "N", "C", "C", "C", "C", "H", "H", "H", "H", "H", "N", "C", "C", "C", "C", "H", "H", "H", "H", "H", "N", "C", "C", "C", "C", "H", "H", "H", "H", "H", "N", "C", "C", "C", "C", "H", "H", "H", "H", "H", "N", "C", "C", "C", "C", "H", "H", "H", "H", "H", "N", "C", "C", "C", "C", "H", "H", "H", "H", "H"],
  "positions_angstrom": [[-29.52, -3.88, 38.55], [-30.21, -4.46, 37.30], [-29.19, -4.67, 36.22], [-28.07, -5.76, 36.42], [-28.83, -7.08, 36.58], [-29.95, -7.10, 37.66], [-30.68, -5.85, 37.72], [-31.79, -5.95, 38.41], [-29.28, -7.51, 38.98], [-30.80, -8.27, 37.25], [-31.31, -3.52, 36.79], [-28.98, -2.93, 38.45], [-28.80, -4.61, 38.88], [-30.25, -3.74, 39.34], [-28.71, -3.77, 36.10], [-29.84, -5.08, 35.45], [-27.49, -5.80, 37.40], [-27.37, -5.78, 35.63], [-27.97, -7.70, 36.98], [-29.18, -7.39, 35.62], [-30.05, -7.73, 39.78], [-28.54, -6.68, 39.39], [-28.80, -8.35, 38.79], [-30.26, -9.11, 37.09], [-31.15, -7.93, 36.41], [-31.53, -8.50, 37.88], [-30.94, -2.50, 36.57], [-32.11, -3.41, 37.60], [-31.86, -4.00, 36.08], [-25.62, -11.47, 36.17], [-25.69, -11.67, 37.57], [-27.15, -11.48, 38.04], [-27.78, -11.17, 36.72], [-26.70, -11.06, 35.64], [-24.66, -11.71, 35.64], [-24.99, -12.09, 38.15], [-27.48, -11.73, 39.13], [-28.93, -10.80, 36.63], [-26.72, -11.00, 34.59], [-34.02, -4.61, 42.83], [-33.52, -5.60, 41.95], [-32.06, -5.39, 41.83], [-31.73, -4.08, 42.65], [-33.13, -3.61, 43.18], [-35.03, -4.52, 42.92], [-34.34, -6.37, 41.62], [-31.31, -5.86, 41.25], [-30.86, -3.66, 43.01], [-33.36, -2.67, 43.80], [-31.69, -10.15, 32.11], [-30.88, -9.29, 32.91], [-29.49, -9.85, 32.82], [-29.52, -11.06, 31.96], [-31.09, -11.31, 31.69], [-32.62, -10.19, 31.96], [-31.16, -8.46, 33.54], [-28.88, -9.31, 33.56], [-28.68, -11.77, 31.62], [-31.73, -12.06, 31.34], [-26.78, -9.38, 41.94], [-28.04, -9.83, 41.88], [-29.01, -8.81, 42.23], [-28.12, -7.58, 42.51], [-26.73, -8.04, 42.28], [-26.13, -9.88, 41.83], [-28.03, -11.02, 41.56], [-30.05, -8.67, 42.13], [-28.41, -6.52, 42.57], [-25.69, -7.54, 42.23], [-33.82, -5.88, 34.69], [-34.42, -5.22, 35.80], [-34.68, -6.24, 36.86], [-34.36, -7.61, 36.07], [-33.59, -7.22, 34.85], [-33.46, -5.27, 33.88], [-34.77, -4.19, 35.76], [-35.01, -6.15, 37.75], [-34.37, -8.45, 36.59], [-32.99, -7.69, 34.14], [-31.57, 1.41, 41.34], [-30.65, 0.83, 42.29], [-29.94, -0.22, 41.45], [-30.74, -0.38, 40.10], [-31.69, 0.84, 40.06], [-32.15, 2.07, 41.83], [-30.34, 1.16, 43.21], [-29.07, -0.84, 41.87], [-30.52, -1.01, 39.14], [-32.42, 1.42, 39.38], [-25.62, -8.81, 37.71], [-24.83, -8.25, 36.63], [-24.55, -6.88, 37.09], [-24.99, -6.75, 38.50], [-25.80, -7.95, 38.69], [-26.02, -9.71, 37.64], [-24.64, -8.86, 35.64], [-23.87, -6.17, 36.56], [-24.76, -5.96, 39.19], [-26.41, -8.24, 39.54], [-30.06, 0.38, 33.27], [-31.06, -0.50, 33.12], [-31.65, -0.61, 34.62], [-30.79, 0.22, 35.52], [-29.91, 0.90, 34.54], [-29.52, 0.75, 32.40], [-31.35, -0.84, 32.21], [-32.55, -1.31, 35.00], [-30.59, 0.60, 36.44], [-29.08, 1.58, 34.51], [-33.19, -4.20, 32.08], [-32.79, -3.01, 32.72], [-31.42, -3.27, 33.38], [-31.05, -4.72, 32.92], [-32.22, -5.25, 32.08], [-34.21, -4.13, 31.64], [-33.50, -2.12, 32.87], [-30.66, -2.68, 33.97], [-30.27, -5.27, 33.27], [-32.13, -6.13, 31.53], [-24.65, -5.42, 32.01], [-23.75, -6.14, 31.30], [-22.81, -6.83, 32.20], [-23.38, -6.68, 33.61], [-24.65, -5.76, 33.39], [-25.37, -4.79, 31.60], [-23.75, -6.10, 30.26], [-21.88, -7.14, 31.91], [-22.97, -7.23, 34.38], [-25.37, -5.44, 34.05]]
}

---

no.,total energy (a.u.)
1,-1158.713972
2,-249.883270
3,-345.379430
4,-8453.148666
5,-378.672278
6,-1025.266839
7,-5098.267869
8,-2584.184750